--- A ---
Here is a cluster of 2 separate species, C3H8O in total from the Open Molecules 2025 dataset. Energies are from wB97M-V/def2-TZVPD.

Cartesian coordinates (Å):
C (2.5359, 1.8972, 2.0582)
C (1.5158, 1.0552, 2.2311)
H (2.6474, 2.7892, 2.6852)
H (3.2916, 1.7209, 1.2841)
H (0.7602, 1.2315, 3.0052)
H (1.4043, 0.1632, 1.6041)
O (0.4722, 2.9234, 0.0263)
C (-0.2470, 3.9379, 0.7206)
H (0.9972, 2.4228, 0.6852)
H (-0.8290, 4.4871, -0.0384)
H (0.4244, 4.6486, 1.2313)
H (-0.9457, 3.5180, 1.4637)

Summary:
2S+1   1
HOMO-LUMO gap   11.12 eV
Highest occupied orbital energy   -10.02 eV

Atom charges from the natural (NBO) analysis, given in e for atoms 1 to 2: -0.402 -0.402

***

--- B ---
Here is an isolated molecule of C3H8O from the Open Molecules 2025 dataset. Energies are from wB97M-V/def2-TZVPD.

Cartesian coordinates (Å):
C (-1.7863, 0.1526, -0.0008)
C (-0.3730, -0.3293, -0.2788)
O (0.5324, 0.6916, 0.0754)
C (1.8432, 0.2134, 0.2144)
H (-2.1430, 0.8423, -0.7707)
H (-2.4779, -0.6938, 0.0558)
H (-1.7993, 0.6753, 0.9600)
H (-0.2434, -0.5978, -1.3413)
H (-0.1613, -1.2366, 0.3111)
H (1.9181, -0.5124, 1.0408)
H (2.2062, -0.2749, -0.7040)
H (2.4842, 1.0696, 0.4381)

Summary:
2S+1   1
HOMO-LUMO gap   11.00 eV
Highest occupied orbital energy   -9.81 eV

Atom charges from the natural (NBO) analysis, given in e for atoms 1 to 2: -0.625 -0.060

***

--- C ---
Here is a cluster of 2 separate species, C3H8O in total from the Open Molecules 2025 dataset. Energies are from wB97M-V/def2-TZVPD.

Cartesian coordinates (Å):
C (2.0954, -1.9747, -0.0551)
C (1.2525, -1.9430, -1.2568)
C (0.4175, -0.9691, -1.6227)
H (2.2329, -2.9141, 0.4923)
H (3.1658, -1.8068, -0.2766)
H (1.8768, -1.1421, 0.6329)
H (0.9213, -2.9140, -1.6385)
H (0.3397, -0.6651, -2.6569)
H (0.2341, -0.1725, -0.9078)
H (-4.8417, 4.4687, 2.1089)
H (-3.4999, 5.3056, 2.4160)
O (-4.1945, 4.7270, 2.7644)

Summary:
2S+1   1
HOMO-LUMO gap   10.03 eV
Highest occupied orbital energy   -8.92 eV

Atom charges from the natural (NBO) analysis, given in e for atoms 1 to 2: -0.670 -0.167

***

--- D ---
Here is a cluster of 3 separate species, C3H8O in total from the Open Molecules 2025 dataset. Energies are from wB97M-V/def2-TZVPD.

Cartesian coordinates (Å):
C (-1.7905, 0.1218, -0.2296)
C (-1.0810, -0.4005, -1.2247)
O (1.8611, 0.8766, -0.9511)
C (2.0918, 0.2960, 0.0785)
H (-2.4823, -0.4765, 0.3591)
H (-0.0799, -0.2000, 1.7137)
H (-1.7084, 1.1732, 0.0372)
H (-0.3781, 0.1957, -1.8000)
H (-1.1658, -1.4512, -1.4929)
H (0.3235, -0.1637, 2.3397)
H (1.9095, -0.7888, 0.2038)
H (2.5002, 0.8172, 0.9663)

Summary:
2S+1   1
HOMO-LUMO gap   10.99 eV
Highest occupied orbital energy   -10.13 eV

Atom charges from the natural (NBO) analysis, given in e for atoms 1 to 2: -0.406 -0.385

***

Which structure loses on stability? D does.

***

--- A ---
Here is an isolated molecule of C3H8O from the Open Molecules 2025 dataset. Energies are from wB97M-V/def2-TZVPD.

Cartesian coordinates (Å):
C (0.8180, -0.3134, 1.2008)
C (0.5740, 0.1950, -0.2163)
C (-0.8076, -0.1960, -0.7567)
O (-1.3539, 0.7718, -1.6316)
H (0.0413, 0.0653, 1.8757)
H (1.7863, 0.0199, 1.5854)
H (0.7968, -1.4072, 1.2534)
H (0.6399, 1.2903, -0.2212)
H (1.3565, -0.1595, -0.8978)
H (-1.4952, -0.3888, 0.0839)
H (-0.7467, -1.1175, -1.3437)
H (-1.5146, 1.5634, -1.1049)

Summary:
2S+1   1
HOMO-LUMO gap   11.34 eV
Highest occupied orbital energy   -10.26 eV

Atom charges from the natural (NBO) analysis, given in e for atoms 1 to 2: -0.607 -0.426

***

--- B ---
Here is a cluster of 2 separate species, C3H8O in total from the Open Molecules 2025 dataset. Energies are from wB97M-V/def2-TZVPD.

Cartesian coordinates (Å):
C (-2.2864, 0.9332, -0.5848)
C (-1.4641, 0.3527, 0.2844)
C (0.0000, 0.0000, 0.0000)
H (-3.3311, 1.1703, -0.3532)
H (-1.9194, 1.1758, -1.5886)
H (-1.9495, 0.1568, 1.2496)
H (0.3014, 0.1989, -1.0422)
H (0.1228, -1.0773, 0.2022)
H (0.6685, 0.5627, 0.6731)
O (-1.3918, -2.0535, -0.8940)
H (-2.0092, -2.6354, -0.3955)
H (-0.8505, -1.6137, -0.1998)

Summary:
2S+1   1
HOMO-LUMO gap   10.50 eV
Highest occupied orbital energy   -9.48 eV

Atom charges from the natural (NBO) analysis, given in e for atoms 1 to 2: -0.374 -0.203

***

Which structure loses on stability? B does.

***

--- A ---
Here is a cluster of 9 separate species, C15H48N2O9 in total from the Open Molecules 2025 dataset. Energies are from wB97M-V/def2-TZVPD.

Cartesian coordinates (Å):
C (-1.6906, 0.7377, 0.7432)
O (-0.4465, 0.0349, 0.6801)
H (-2.4706, 0.0887, 0.3842)
H (-1.6161, 1.6153, 0.1448)
H (-1.8889, 1.0225, 1.7214)
H (-0.1613, 0.1154, -0.2288)
C (0.8798, -2.7117, 2.6568)
O (1.9626, -1.9654, 3.0252)
H (0.4243, -3.1621, 3.5255)
H (1.2105, -3.4849, 1.9670)
H (0.1330, -2.1556, 2.0723)
H (2.2284, -1.3709, 2.2839)
C (-2.6650, -0.4324, -3.5363)
O (-2.1501, 0.7334, -2.8722)
H (-3.4074, -0.2958, -4.3177)
H (-3.0741, -1.0989, -2.7637)
H (-1.9075, -0.9610, -4.0518)
H (-1.5169, 0.4420, -2.2073)
C (2.8026, -0.6348, -0.1005)
O (2.4150, -0.0605, 1.1291)
H (2.5765, 0.0815, -0.8893)
H (2.2462, -1.5194, -0.2455)
H (3.8677, -0.8567, -0.0538)
H (1.4380, 0.0228, 1.0982)
C (-0.5751, 4.1151, 1.2518)
O (0.1748, 5.2617, 0.8209)
H (-1.1114, 4.3853, 2.1769)
H (0.1061, 3.3162, 1.3651)
H (-1.3163, 3.7663, 0.5045)
H (0.4306, 5.7514, 1.6029)
C (1.1159, -0.7098, -2.7688)
O (0.2782, -0.2791, -1.7592)
N (2.0007, -0.0473, -3.3855)
N (1.0629, -1.8897, -3.2470)
H (2.0836, 0.9822, -3.3630)
H (2.6201, -0.4445, -4.1032)
H (0.4112, -2.5202, -2.7629)
H (1.6999, -2.3326, -3.9468)
C (-2.4303, -4.2008, -1.5094)
C (-1.1457, -3.4499, -1.6241)
C (-0.8044, -2.8073, -0.2856)
O (-0.1154, -4.0407, -2.0253)
H (-2.8646, -4.3149, -2.5032)
H (-3.1203, -3.6643, -0.9500)
H (-2.2706, -5.1430, -1.0587)
H (-1.4213, -2.6155, -2.3598)
H (-0.7149, -3.5058, 0.5400)
H (-1.5368, -2.1049, -0.0190)
H (0.0967, -2.2892, -0.3750)
H (-0.2956, -4.3930, -2.8926)
C (0.1133, 3.1673, -2.8531)
C (1.5045, 3.2547, -2.3843)
C (1.5874, 2.7165, -0.9287)
O (2.3189, 2.5917, -3.0859)
H (-0.1705, 2.1894, -2.9978)
H (0.1448, 3.6717, -3.8237)
H (-0.5375, 3.6239, -2.1354)
H (1.7867, 4.2627, -2.4638)
H (0.7478, 2.0789, -0.7918)
H (1.5566, 3.5843, -0.3378)
H (2.5751, 2.2393, -0.6590)
H (2.2245, 2.9132, -3.9716)
C (-1.1773, -0.6789, 4.3752)
C (0.0414, 0.0723, 4.9568)
C (-0.4388, 1.5309, 5.1059)
O (0.4171, -0.2944, 6.0708)
H (-1.3134, -0.5776, 3.3300)
H (-2.1356, -0.5150, 4.8726)
H (-0.9903, -1.7171, 4.5906)
H (0.8500, 0.1226, 4.2198)
H (-0.4336, 2.0408, 4.1387)
H (0.2535, 2.1006, 5.7218)
H (-1.3959, 1.7072, 5.5826)
H (0.9238, -1.0948, 5.9806)

Summary:
2S+1   1
HOMO-LUMO gap   9.15 eV
Highest occupied orbital energy   -9.12 eV

Atom charges from the Mulliken analysis, given in e for atoms 1 to 2: -1.017 0.599

***

--- B ---
Here is a cluster of 9 separate species, C15H48N2O9 in total from the Open Molecules 2025 dataset. Energies are from wB97M-V/def2-TZVPD.

Cartesian coordinates (Å):
C (-1.0379, -3.3675, -2.5407)
C (0.0921, -4.0505, -1.8127)
O (0.7031, -4.7265, -2.8787)
H (-1.4419, -2.7075, -1.8687)
H (-1.9709, -3.9855, -2.8747)
H (-0.6229, -2.8995, -3.3877)
H (-0.1619, -4.7145, -1.0247)
H (0.8621, -3.3085, -1.4487)
H (1.4311, -5.2565, -2.5697)
C (-2.7659, 0.3005, -4.4137)
C (-1.2129, 0.3145, -4.4357)
O (-0.8249, 0.8315, -3.1917)
H (-3.1809, -0.5045, -3.7917)
H (-3.1009, -0.0035, -5.4477)
H (-3.1579, 1.2765, -4.1367)
H (-0.7689, 0.9395, -5.1757)
H (-0.8259, -0.7145, -4.5477)
H (-0.7659, 0.0775, -2.5837)
C (1.8731, 1.2785, 1.3713)
C (1.9541, 2.1535, 0.1523)
O (1.1141, 1.7965, -0.9187)
H (2.0341, 0.2665, 1.0313)
H (0.8811, 1.3445, 1.7953)
H (2.5661, 1.6755, 2.0823)
H (3.0191, 2.2615, -0.1757)
H (1.7791, 3.1805, 0.5543)
H (1.4301, 2.2715, -1.7057)
C (1.5241, -1.2165, 5.7393)
C (1.0041, -1.8055, 4.4203)
O (1.5661, -1.3005, 3.2793)
H (0.9641, -1.7775, 6.4973)
H (1.1701, -0.1625, 5.8953)
H (2.5461, -1.2035, 6.0023)
H (-0.0459, -1.5985, 4.3193)
H (1.1541, -2.9225, 4.3463)
H (1.2961, -1.9145, 2.5743)
C (-1.9499, 0.6035, 0.3043)
C (-1.0579, -0.5645, 0.3223)
O (-0.3559, -0.5515, -0.8777)
H (-1.4329, 1.5905, 0.4063)
H (-2.5689, 0.4735, 1.1613)
H (-2.5769, 0.8825, -0.5237)
H (-1.7429, -1.3895, 0.4363)
H (-0.3889, -0.6215, 1.1973)
H (0.3581, 0.0845, -0.8587)
C (-1.4549, 2.9285, 2.8433)
C (-1.5929, 4.4535, 2.4943)
O (-0.6219, 4.8405, 1.5393)
H (-2.1299, 2.4865, 2.0463)
H (-1.8179, 2.7415, 3.8563)
H (-0.4569, 2.6315, 2.7793)
H (-1.4729, 5.0465, 3.4503)
H (-2.7049, 4.5115, 2.2393)
H (0.1251, 5.2815, 1.9233)
C (-2.1339, 3.9985, -1.4827)
O (-2.9979, 5.0005, -1.0417)
N (-2.2249, 3.2385, -2.5367)
N (-0.9629, 3.8295, -0.8527)
H (-3.0299, 3.4525, -3.0847)
H (-1.6149, 2.4265, -2.7127)
H (-0.8529, 4.2575, 0.1013)
H (-0.3929, 2.9405, -0.9407)
C (1.6191, -4.0695, 1.3893)
O (1.0241, -2.9155, 1.1073)
H (2.7021, -4.0805, 1.1993)
H (0.9771, -4.7845, 0.9333)
H (1.5571, -4.1835, 2.5303)
H (1.1871, -2.6115, 0.2283)
C (3.4071, -2.2405, -1.5117)
O (2.5491, -1.3555, -0.9377)
H (4.5271, -1.9815, -1.3167)
H (3.3471, -2.4265, -2.5887)
H (3.3431, -3.2545, -1.0967)
H (2.7381, -0.4985, -1.2557)

Summary:
2S+1   1
HOMO-LUMO gap   8.45 eV
Highest occupied orbital energy   -8.25 eV

Atom charges from the Mulliken analysis, given in e for atoms 1 to 2: -1.336 0.851

***

--- C ---
Here is a cluster of 8 separate species, C15H48N2O9 in total from the Open Molecules 2025 dataset. Energies are from wB97M-V/def2-TZVPD.

Cartesian coordinates (Å):
C (0.9840, -5.1786, 2.3311)
O (0.8359, -3.7829, 2.0511)
H (0.2251, -5.5527, 1.6439)
H (2.0119, -5.4433, 2.0830)
H (0.6418, -5.5743, 3.2874)
H (-0.0883, -3.6330, 1.8391)
C (4.7071, 2.0236, 1.7150)
O (5.3648, 0.9355, 1.0055)
H (4.0542, 1.4728, 2.3922)
H (5.3555, 2.5775, 2.3938)
H (4.0951, 2.6679, 1.0838)
H (6.1993, 1.2310, 0.6341)
C (-1.8708, -1.9768, 2.0349)
O (-1.7686, -3.3460, 2.0918)
H (-0.9281, -1.4610, 1.8525)
H (-2.5760, -1.6210, 1.2837)
H (-2.3329, -1.5771, 2.9376)
H (-2.6455, -3.7282, 2.1734)
C (1.0203, 2.2823, -2.2441)
O (2.0685, 2.7456, -1.4212)
H (0.7541, 3.0223, -2.9989)
H (1.3541, 1.3822, -2.7601)
H (0.0705, 2.1157, -1.7358)
H (2.2090, 2.0629, -0.7611)
C (1.6954, -0.0484, 0.8794)
O (2.7797, 0.4372, 0.0430)
H (1.7845, 0.4036, 1.8673)
H (0.7632, 0.3690, 0.4987)
H (1.5534, -1.1039, 1.1114)
H (3.6296, 0.4555, 0.4891)
C (-0.8183, 2.6233, 1.3797)
C (-1.9409, 3.7366, 1.1983)
C (-2.9934, 3.4257, 0.0777)
O (-2.4828, 3.5378, -1.2565)
C (-3.4039, 3.1673, -2.2414)
N (-2.5836, 4.0493, 2.4233)
H (-0.2635, 2.6143, 0.4415)
H (-1.2514, 1.6298, 1.4958)
H (-0.2634, 2.7863, 2.3036)
H (-1.4066, 4.5615, 0.7268)
H (-3.8574, 4.0756, 0.2164)
H (-3.2907, 2.3772, 0.0595)
H (-3.1431, 3.7614, -3.1173)
H (-4.4132, 3.4906, -1.9866)
H (-3.4260, 2.0827, -2.3480)
H (-3.5572, 4.1633, 2.1797)
H (-2.4243, 3.3118, 3.0948)
C (-3.3339, 1.2118, -4.9745)
C (-2.6539, -0.1415, -5.2634)
C (-2.4942, -0.9529, -3.9214)
O (-1.5229, -0.3099, -3.0639)
C (-1.2039, -1.1313, -1.9976)
N (-3.5091, -0.9037, -6.1915)
H (-4.2258, 0.9964, -4.3861)
H (-3.5769, 1.8742, -5.8054)
H (-2.6940, 1.8350, -4.3498)
H (-1.6233, 0.0292, -5.5744)
H (-2.0352, -1.9294, -4.0756)
H (-3.4468, -1.0081, -3.3946)
H (-2.0587, -1.5673, -1.4806)
H (-0.5912, -0.5711, -1.2913)
H (-0.5280, -1.9143, -2.3413)
H (-3.6452, -0.2484, -6.9479)
H (-2.9548, -1.6430, -6.5992)
C (3.9142, -3.7482, 3.7484)
C (4.9236, -2.9232, 4.5603)
O (4.4143, -1.6887, 4.8120)
O (3.4176, -3.2202, 2.4927)
H (3.1089, -3.9526, 4.4538)
H (4.2634, -4.7632, 3.5588)
H (5.7555, -2.7394, 3.8804)
H (5.2287, -3.5087, 5.4276)
H (4.1696, -1.3409, 3.9514)
H (2.4752, -3.2922, 2.3242)

Summary:
2S+1   1
HOMO-LUMO gap   9.43 eV
Highest occupied orbital energy   -9.23 eV

Atom charges from the Mulliken analysis, given in e for atoms 1 to 2: -0.852 -0.628

***

Which structure loses on stability? A does.